Record 1
23
Properties=species:S:1:pos:R:3:lowdin_charge:R:1 method="wB97M-V/def2-TZVPD" homo_energy_ev="-6.66 / -8.83" mol_weight_g_mol=194.3 e_tot_ha=-935.4206 s_squared=2.04 multiplicity=3 orbital_gap_ev="7.349 / 7.643" largest_force_ev_per_a=4.88 e_lumo_ha="0.0254 / -0.0435" charge=0
C -1.6198 2.2338 -1.1959 -0.109
C -0.3596 2.5999 -1.9036 -0.137
C -1.8148 0.9521 -0.9696 -0.100
C 1.6480 0.9860 0.4677 0.010
C 1.1137 -0.3100 0.3389 -0.250
C 0.7008 2.2945 -1.2542 -0.137
C -0.8348 -0.1260 -1.4432 -0.186
C 1.7506 -1.4694 1.0708 -0.181
C 0.6224 -2.3966 1.5028 -0.274
C 0.0846 -0.7580 -0.3915 -0.324
O -1.9344 -2.0915 0.3596 -0.510
O 1.2438 2.1322 -0.1347 0.062
S -0.5351 -2.3557 0.0069 0.946
H -2.2463 3.2027 -1.1602 0.136
H -0.4158 3.0268 -2.9120 0.117
H -2.7428 0.5395 -0.4474 0.131
H 2.3835 1.1926 1.1988 0.118
H -1.4453 -0.8611 -2.0637 0.127
H -0.1379 0.4089 -2.2275 0.133
H 2.4011 -1.9254 0.3405 0.118
H 2.1955 -1.1607 2.1097 0.158
H 0.9748 -3.3326 1.8256 0.065
H -0.0142 -2.2184 2.3450 0.087

=====

Record 2
11
Properties=species:S:1:pos:R:3:lowdin_charge:R:1 method="wB97M-V/def2-TZVPD" homo_energy_ev=-6.57 mol_weight_g_mol=175.7 e_tot_ha=-373.0571 e_above_lowest_kcal_mol=23.0 orbital_gap_ev=5.072 largest_force_ev_per_a=2.63 e_lumo_ha=-0.0551 charge=0
O -0.2177 1.3005 -0.2658 -0.039
C 0.9805 0.9003 0.2643 -0.754
O 1.0234 -0.2722 0.7728 -0.375
O 1.8989 1.7034 0.2123 0.063
C -1.3489 0.4611 -0.1838 -0.431
H -2.0053 0.6778 0.6672 0.091
C -1.9031 0.0246 -1.4134 -0.143
H -1.3664 0.3184 -2.3245 0.075
H -2.9680 -0.2252 -1.3676 0.055
Sr -0.2403 -1.9306 0.5239 1.490
H -1.5093 -1.5107 -1.5148 -0.031

=====

Record 3
36
Properties=species:S:1:pos:R:3:lowdin_charge:R:1 method="wB97M-V/def2-TZVPD" homo_energy_ev=-8.62 mol_weight_g_mol=232.3 smiles="CC[C@H](C)[C@H](NC(=O)[C@@H](N)[C@@H](C)O)C(=O)O" e_tot_ha=-803.4304 e_above_lowest_kcal_mol=91.5 orbital_gap_ev=9.304 largest_force_ev_per_a=6.10 e_lumo_ha=0.0251 charge=0
C -4.0055 -0.7887 1.7353 -0.102
C -2.8908 -0.0617 0.9257 -0.161
C -2.4533 -0.4712 -0.5930 -0.351
C -2.4423 -1.9169 -0.8902 -0.083
C -1.1508 0.0809 -0.8998 -0.210
N -0.0879 -0.6831 -0.1509 0.130
C 1.1840 -0.6553 -0.5547 -0.474
O 1.4144 -0.3228 -1.7105 0.073
C 2.2718 -1.1672 0.3054 -0.300
N 3.2135 -1.7044 -0.6159 0.066
C 2.7837 0.0333 1.1740 -0.402
C 3.4788 1.0999 0.4556 -0.047
O 1.6117 0.5146 1.8942 -0.086
C -0.8841 1.5924 -0.5078 -0.368
O -0.4691 2.0456 0.5319 0.122
O -1.3703 2.4230 -1.5254 0.141
H -4.2562 -1.8550 1.6015 0.063
H -4.9744 -0.3223 1.4458 0.073
H -3.7587 -0.7294 2.8328 0.085
H -3.1036 0.9586 0.9974 0.082
H -1.9590 -0.3036 1.4570 0.098
H -3.2263 0.0194 -1.3743 0.190
H -2.0707 -2.5131 -0.0617 0.081
H -1.5598 -1.9444 -1.5622 0.085
H -3.4023 -2.3454 -1.4172 0.129
H -0.8984 0.0964 -1.9443 0.146
H -0.1525 -0.5317 0.8259 0.107
H 2.0530 -1.9169 1.0155 0.140
H 3.5253 -2.6149 -0.3195 0.094
H 3.2227 -0.9578 -1.3065 0.084
H 3.2984 -0.3859 2.1098 0.165
H 4.2712 0.7235 -0.2216 0.090
H 2.5986 1.5347 -0.1863 0.118
H 3.8040 1.9743 1.0757 0.101
H 1.0579 0.8661 1.1007 0.068
H -1.1924 3.2040 -1.1256 0.050

=====

Record 4
128
Properties=species:S:1:pos:R:3:lowdin_charge:R:1 method="wB97M-V/def2-TZVPD" homo_energy_ev=-7.20 mol_weight_g_mol=869.2 e_tot_ha=-2672.2806 e_above_lowest_kcal_mol=27.4 orbital_gap_ev=2.807 largest_force_ev_per_a=3.85 e_lumo_ha=-0.1613 charge=+1
C -5.6842 -0.1035 5.6573 -0.047
C -4.3598 0.5383 5.3404 -0.259
C -4.2069 1.2708 4.1677 0.004
C -2.9877 1.8750 3.8326 -0.185
C -2.8726 2.6543 2.5603 -0.028
C -1.9015 1.7015 4.7003 -0.151
N -0.6119 2.2165 4.3392 0.144
C -0.2833 3.5730 4.1682 -0.184
C -1.2139 4.6987 4.2643 -0.160
C -1.0283 5.7599 3.3496 -0.023
C -1.9960 6.7529 3.2370 -0.073
C -3.1043 6.7624 4.0918 -0.073
C -3.2019 5.8063 5.1105 -0.066
C -2.2572 4.7870 5.2151 -0.019
N 0.9912 3.7097 3.9102 0.193
N 1.5433 2.4342 3.9527 0.068
C 2.9728 2.3362 3.8801 -0.097
C 3.7108 3.1345 4.7736 -0.186
C 3.0651 4.0760 5.7412 -0.045
C 5.0988 2.9933 4.8002 -0.002
C 5.7573 2.0745 3.9815 -0.256
C 7.2506 1.9445 4.0327 -0.052
C 5.0014 1.2977 3.1027 0.001
C 3.6181 1.4548 2.9803 -0.186
C 2.9295 0.6855 1.8988 -0.039
C 0.5844 1.5230 4.1900 -0.060
C 0.8756 0.0853 4.2907 -0.342
O 2.0688 -0.3023 4.4311 -0.025
C -0.1773 -0.9446 4.1643 -0.215
C -0.0088 -2.1781 4.9581 -0.060
C -1.0613 -0.8599 3.0637 -0.199
C -0.8116 0.0239 1.9794 -0.044
C -1.6833 0.0999 0.8973 -0.106
C -2.8585 -0.6496 0.9019 -0.132
C -3.1127 -1.5620 1.9243 -0.095
C -2.2122 -1.7075 2.9687 -0.027
C -2.0448 1.0428 5.9218 -0.196
C -0.9224 0.9904 6.9112 -0.017
C -3.2723 0.4285 6.2067 0.014
H -5.6433 -0.6528 6.6035 0.077
H -6.4805 0.6482 5.7418 0.086
H -5.9943 -0.8081 4.8736 0.083
H -5.0399 1.3648 3.4701 0.129
H -1.8341 2.6907 2.2148 0.078
H -3.4724 2.1719 1.7775 0.083
H -3.2366 3.6885 2.6720 0.089
H -0.1436 5.7556 2.7130 0.117
H -1.8900 7.5210 2.4727 0.107
H -3.8850 7.5189 3.9714 0.109
H -4.0321 5.8525 5.8159 0.110
H -2.3153 4.0521 6.0190 0.121
H 3.8480 4.6925 6.2044 0.082
H 2.3530 4.7350 5.2330 0.064
H 2.5393 3.5596 6.5601 0.092
H 5.6625 3.6118 5.4984 0.121
H 7.5841 1.0735 3.4631 0.075
H 7.7480 2.8260 3.6106 0.086
H 7.6041 1.8422 5.0637 0.084
H 5.4867 0.5472 2.4753 0.119
H 3.6898 0.3097 1.2021 0.080
H 2.4208 -0.2073 2.2807 0.079
H 2.2106 1.2969 1.3424 0.083
H -0.3925 -3.0416 4.3965 0.075
H 1.0602 -2.3287 5.1815 0.086
H -0.5551 -2.1368 5.9168 0.079
H 0.1246 0.6013 1.9778 0.091
H -1.4413 0.7523 0.0582 0.105
H -3.5806 -0.5230 0.0973 0.058
H -4.0123 -2.1763 1.9035 0.100
H -2.3768 -2.4607 3.7480 0.108
H -1.3345 0.9730 7.9315 0.092
H -0.3143 0.0836 6.7814 0.083
H -0.2678 1.8681 6.8343 0.085
H -3.3730 -0.1455 7.1295 0.124
C 3.1273 -1.1357 -11.2816 -0.046
N 1.7850 -0.8161 -10.8242 -0.176
C 1.0140 -0.0569 -11.7892 -0.047
C 1.3135 -1.1624 -9.5905 -0.196
C -0.0542 -0.9805 -9.2354 0.003
C -0.4965 -1.2433 -7.9474 -0.004
C 0.3761 -1.7587 -6.9537 -0.169
C -0.0369 -1.9876 -5.5692 -0.065
C -1.1208 -1.2794 -4.9866 -0.010
C -1.6564 -1.4846 -3.7210 0.048
C -2.9896 -1.0457 -3.3726 -0.199
C -3.6417 -1.5724 -2.2336 -0.031
C -4.9013 -1.1254 -1.8544 -0.083
C -5.5633 -0.1487 -2.6157 -0.046
C -4.9798 0.3100 -3.8053 -0.063
C -3.7191 -0.1375 -4.1890 -0.015
C 0.7392 -2.9102 -4.7458 -0.209
C 1.1579 -2.5494 -3.4478 -0.026
C 1.9657 -3.3880 -2.6997 0.005
C 2.2440 -4.6978 -3.1577 -0.213
N 2.9876 -5.5461 -2.3886 -0.191
C 2.9092 -6.9875 -2.5153 -0.049
C 3.8542 -5.0398 -1.3430 -0.054
C 1.7567 -5.1038 -4.4285 0.002
C 1.1040 -4.1895 -5.2363 -0.017
C 1.7232 -1.9918 -7.3414 -0.004
C 2.1934 -1.6899 -8.6065 0.004
H 3.5045 -2.0491 -10.8147 0.084
H 3.0979 -1.2792 -12.3694 0.098
H 3.8246 -0.3111 -11.0658 0.107
H 0.2323 0.5311 -11.3082 0.082
H 1.6886 0.6229 -12.3228 0.098
H 0.5562 -0.7269 -12.5300 0.105
H -0.7627 -0.6214 -9.9785 0.104
H -1.5451 -1.0965 -7.6959 0.117
H -1.5873 -0.5466 -5.6499 0.098
H -1.1222 -2.0642 -2.9702 0.115
H -3.1215 -2.3240 -1.6342 0.124
H -5.3775 -1.5213 -0.9565 0.115
H -6.5573 0.1971 -2.3195 0.115
H -5.5145 1.0129 -4.4422 0.110
H -3.2771 0.2270 -5.1139 0.103
H 0.8476 -1.5965 -3.0213 0.121
H 2.3465 -3.0587 -1.7361 0.109
H 2.0200 -7.2760 -3.0821 0.083
H 3.7981 -7.3825 -3.0287 0.100
H 2.8514 -7.4469 -1.5187 0.099
H 4.1825 -4.0250 -1.5859 0.087
H 3.3400 -5.0103 -0.3706 0.103
H 4.7396 -5.6799 -1.2567 0.097
H 1.9461 -6.1145 -4.7863 0.108
H 0.8170 -4.4769 -6.2480 0.129
H 2.4223 -2.4084 -6.6180 0.123
H 3.2486 -1.8369 -8.8290 0.105

=====

Record 5
117
Properties=species:S:1:pos:R:3:lowdin_charge:R:1 method="wB97M-V/def2-TZVPD" homo_energy_ev=-8.21 mol_weight_g_mol=2455.8 e_tot_ha=-57002.3188 orbital_gap_ev=7.618 largest_force_ev_per_a=3.83 e_lumo_ha=-0.0217 charge=0
C 3.1665 3.4325 3.5734 -0.116
O 3.4618 3.8004 2.2435 -0.207
C 4.6312 3.1365 1.7470 -0.230
C 4.7115 3.4417 0.2554 -0.177
C 5.9887 2.9204 -0.4198 -0.190
C 5.8595 1.4517 -0.8996 -0.190
C 5.1069 1.3366 -2.2563 -0.206
C 4.0998 0.1538 -2.1275 -0.230
C 2.8142 0.6866 -1.4412 -0.238
C 1.6904 -0.3412 -1.2255 -0.247
C 2.0805 -1.6933 -0.6090 -0.305
C 2.9422 -2.6259 -1.5057 -0.065
C 2.3826 -4.0349 -1.4893 -0.270
O 2.9415 -4.9766 -0.9827 0.066
O 2.5665 -1.6706 0.7381 -0.135
S 1.6863 -0.6878 1.6580 0.686
O 2.4379 0.5363 1.7640 -0.283
O 1.5884 -1.2815 2.9580 -0.228
C 0.0502 -0.3375 0.9073 -0.322
C -0.9084 -1.5725 0.7958 -0.093
C -0.8802 -2.5831 1.9482 -0.163
C -0.0545 -3.6947 1.7535 -0.049
C 0.0695 -4.7248 2.6662 -0.065
C -0.6388 -4.6320 3.8586 -0.089
C -1.4650 -3.5411 4.0736 -0.154
C -1.6164 -2.5189 3.1399 -0.194
C -2.5798 -1.3869 3.4400 -0.015
C -0.6989 0.6728 1.8054 -0.311
C -1.9919 1.0918 1.4884 -0.127
C -2.7156 1.9715 2.2593 -0.118
C -2.1708 2.5249 3.4231 -0.158
C -0.8953 2.1033 3.7660 -0.064
C -0.1845 1.1953 2.9880 -0.078
C 0.3731 0.2801 -0.5756 -0.517
I 0.5579 2.4633 -0.2533 1.183
C -0.8049 0.0430 -1.5725 -0.281
C -0.7372 0.8565 -2.8823 -0.297
C -2.0131 1.6771 -3.2267 -0.544
S -2.7215 2.6599 -1.8715 0.661
H 2.0911 3.2319 3.6654 0.073
H 3.4121 4.2445 4.2760 0.085
H 3.7012 2.5304 3.8996 0.089
H 4.5032 2.0653 1.9542 0.107
H 5.4892 3.5782 2.2813 0.130
H 4.7042 4.5373 0.1624 0.120
H 3.7814 3.0945 -0.2094 0.076
H 6.8680 2.9704 0.2339 0.109
H 6.1386 3.5291 -1.3213 0.106
H 5.2959 0.8809 -0.1494 0.103
H 6.8376 0.9747 -1.0361 0.111
H 4.5680 2.2584 -2.5130 0.101
H 5.7712 1.0721 -3.0876 0.103
H 3.8276 -0.2768 -3.0996 0.053
H 4.6043 -0.6023 -1.5157 0.100
H 2.4311 1.3958 -2.1843 0.065
H 3.1610 1.1767 -0.5313 0.055
H 1.3725 -0.6112 -2.2464 0.124
H 1.1375 -2.2732 -0.5599 0.095
H 3.9605 -2.6148 -1.1028 0.130
H 2.9472 -2.2064 -2.5163 0.114
H 1.3906 -4.1720 -1.9785 0.036
H -1.9551 -1.2710 0.6872 0.117
H -0.7354 -2.1661 -0.1045 0.043
H 0.5033 -3.7756 0.8181 0.101
H 0.7070 -5.5762 2.4429 0.109
H -0.5404 -5.4333 4.5871 0.104
H -2.0031 -3.5343 5.0362 -0.041
H -3.2512 -1.7261 4.2402 0.083
H -2.0799 -0.4962 3.8309 0.077
H -3.1857 -1.1561 2.5597 0.082
H -2.4952 0.7114 0.6028 0.092
H -3.7200 2.2369 1.9490 0.073
H -2.7523 3.2556 4.0338 -0.028
H -0.4643 2.4951 4.6856 0.111
H 0.7891 0.9229 3.3746 0.094
H -1.7894 0.1535 -1.1121 0.081
H -0.7203 -1.0307 -1.8525 -0.039
H 0.1727 1.4589 -2.9783 0.073
H -0.6675 0.1296 -3.7052 0.038
H -1.6963 2.3871 -4.0018 0.075
H -2.7634 1.0325 -3.6874 0.018
H -2.4163 3.9461 -2.1354 -0.136
C -2.2921 -3.2714 -4.1042 -1.559
Br -1.3873 -3.6141 -5.7746 0.567
Br -1.0658 -3.0721 -2.6305 0.706
Br -3.4997 -1.7769 -4.2229 0.634
H -2.8899 -4.1475 -3.8927 -0.088
C -4.4867 6.2904 2.4036 -1.611
Br -2.9767 7.4543 2.6767 0.592
Br -4.9126 6.0862 0.5357 0.575
Br -4.2190 4.5766 3.2560 0.739
H -5.3386 6.7605 2.8741 -0.131
C -2.0096 -1.1231 -9.0402 -1.612
Br -2.1412 -0.0840 -7.4244 0.505
Br -2.7403 -0.1835 -10.5545 0.588
Br -0.2035 -1.7173 -9.3714 0.557
H -2.6102 -2.0107 -8.8956 -0.030
C 2.0147 0.3436 -6.5184 -1.576
Br 1.0433 -1.0567 -5.6101 0.558
Br 0.8476 1.5409 -7.4784 0.557
Br 3.1767 1.3074 -5.3209 0.667
H 2.6440 -0.1406 -7.2526 -0.025
C -2.0119 -3.4403 8.7490 -1.611
Br -1.4649 -5.1170 9.5258 0.571
Br -1.2551 -3.1890 6.9886 0.739
Br -3.9301 -3.2569 8.7225 0.572
H -1.6261 -2.6548 9.3843 -0.031
C -8.9688 5.7774 3.1329 -1.620
Br -7.6273 6.7274 4.1416 0.622
Br -9.4929 6.7513 1.5566 0.578
Br -8.4017 3.9855 2.7137 0.574
H -9.8422 5.6974 3.7648 -0.031
C -1.4586 -7.4659 -2.6984 -1.602
Br -2.1976 -8.3978 -4.2138 0.583
Br 0.2660 -6.7147 -3.1012 0.612
Br -2.6918 -6.1483 -2.0102 0.606
H -1.3103 -8.1963 -1.9151 -0.027

=====

> The highest charge belongs to which entry?

C60H62N5O

=====

> Among the records above, which one has the highest charge?

C60H62N5O